No. 1
C39H83AlN3O5 as an isolated structure at a distorted geometry, computed with ωB97M-V/def2-TZVPD.

The lowest unoccupied orbital energy comes out at 1.94 eV. For the frontier orbital gap, the calculation gives 6.333 eV. The total energy is -63090.6612 eV.

The geometry in ORCA input format:
```
! RIJCOSX wB97M-V def2-TZVPD def2/J DEFGRID3
* xyz -1 1
Al 1.453 1.616 -1.803
O -3.653 -6.550 4.803
O -2.462 1.076 -7.855
O 4.136 2.467 -1.111
O 7.177 2.528 -2.032
O -1.161 -5.305 10.808
N -1.361 -0.283 -5.562
N -1.817 -4.695 8.069
N -4.147 -3.921 3.733
C -2.396 -1.549 0.549
C -2.271 -5.265 11.688
C -2.625 -5.564 4.814
C -2.098 -6.027 8.615
C -0.961 -0.760 -1.952
C -1.607 -2.074 -1.881
C -1.027 0.137 -0.813
C 6.093 3.451 -2.220
C -1.212 -6.338 9.835
C 1.007 2.372 -3.686
C -1.485 -3.029 -3.115
C -0.928 8.182 1.841
C 0.799 3.948 -3.520
C 2.776 2.991 -0.983
C 8.666 2.345 -0.016
C -0.736 6.046 -4.005
C -2.306 -2.447 -0.667
C 4.686 2.730 -2.392
C 2.740 0.381 1.243
C -0.465 6.535 -2.531
C 2.345 -1.176 -0.838
C -0.331 1.524 -0.805
C -1.604 7.786 -0.600
C -1.728 0.874 -9.048
C 2.402 -0.173 -2.061
C -0.498 4.491 -4.220
C -3.498 -7.553 3.814
C -3.090 -0.090 -7.340
C -0.369 8.010 0.366
C 7.250 2.063 -0.680
C -2.783 -4.464 3.749
C -2.414 -4.915 2.339
C -2.158 -1.023 -6.544
C -1.743 -0.256 0.424
C -3.593 -6.140 8.897
C -1.190 7.882 -2.136
C 3.300 -0.836 0.366
C -1.220 -1.846 -7.422
C 4.821 -0.671 -0.018
H -2.447 -7.799 3.639
H -3.611 -0.631 -8.143
H -1.736 0.458 1.281
H 0.241 8.908 0.098
H -2.097 -3.653 4.017
H -4.012 -8.451 4.164
H -4.150 -6.200 7.959
H 2.483 3.142 0.097
H -1.493 -7.292 10.303
H 1.665 4.528 -3.948
H -0.447 8.731 -2.173
H -3.864 0.274 -6.657
H -4.787 -4.711 3.668
H -1.444 3.968 -3.927
H 1.659 0.528 0.978
H -3.194 -5.522 1.876
H -1.486 -5.493 2.342
H 5.395 -1.525 0.453
H 9.431 1.912 -0.707
H 8.788 3.457 0.056
H -2.796 -1.731 -6.002
H -3.977 -7.244 2.883
H -0.803 -2.679 -6.852
H -1.862 -4.032 8.842
H 7.162 0.940 -0.726
H -1.694 1.823 -9.585
H -1.992 0.178 -4.909
H -1.977 6.748 -0.363
H -1.750 -2.266 -8.282
H -0.156 8.018 2.632
H -2.063 8.152 -2.778
H 0.670 4.126 -2.415
H -1.746 7.433 2.038
H 0.020 1.978 -4.075
H -0.386 -0.416 -2.839
H -0.842 -4.659 7.780
H -1.945 -4.799 12.619
H -2.912 -1.814 1.495
H -1.034 2.232 -1.345
H -2.438 8.485 -0.330
H -0.375 -1.264 -7.793
H 4.915 1.768 -2.939
H 5.985 4.149 -1.340
H 3.250 -1.724 1.062
H -2.459 -3.474 -3.429
H 4.024 3.335 -3.064
H -2.653 -6.265 11.913
H 2.804 0.069 2.325
H 3.357 1.304 1.140
H 1.323 -1.347 -0.416
H 6.466 2.518 -0.021
H -0.915 0.491 -6.052
H 6.362 4.063 -3.126
H 2.007 -0.685 -2.990
H -4.350 -3.521 4.647
H 5.035 -0.730 -1.113
H 5.272 0.254 0.437
H -0.250 1.914 0.245
H 0.298 7.102 0.398
H -1.636 -6.039 4.758
H -2.687 -5.090 5.797
H -1.776 6.360 -4.307
H 8.729 1.839 0.986
H -0.401 4.354 -5.338
H 2.689 -2.184 -1.233
H 2.741 3.986 -1.504
H -3.064 -4.641 11.269
H 0.638 6.703 -2.436
H -1.859 -6.768 7.844
H -3.819 -7.041 9.474
H -0.699 0.592 -8.816
H -0.989 -2.456 -3.936
H -2.270 -4.048 1.686
H -2.193 0.124 -9.695
H 1.826 2.144 -4.432
H -3.983 -5.279 9.441
H -2.775 -3.456 -0.597
H -0.183 -6.456 9.482
H -0.749 5.750 -1.783
H -1.392 9.200 1.983
H -0.762 -3.840 -2.810
H -0.047 6.637 -4.678
H 3.480 0.065 -2.299
*
```

Here are the Löwdin charges for atoms 1 to 99, given in e: Al 0.33; O -0.20; O -0.19; O -0.28; O -0.18; O -0.19; N 0.06; N 0.04; N 0.04; C -0.08; C -0.11; C -0.21; C -0.43; C -0.03; C -0.25; C -0.26; C -0.18; C -0.21; C -0.22; C -0.08; C -0.15; C -0.30; C -0.21; C -0.09; C -0.22; C -0.07; C -0.21; C -0.07; C -0.22; C -0.26; C -0.19; C -0.23; C -0.11; C -0.21; C -0.23; C -0.11; C -0.21; C -0.26; C -0.28; C -0.42; C -0.06; C -0.43; C -0.06; C -0.07; C -0.20; C -0.39; C -0.07; C -0.09; H 0.09; H 0.12; H 0.09; H 0.10; H 0.14; H 0.08; H 0.07; H 0.06; H 0.12; H 0.11; H 0.10; H 0.12; H 0.07; H 0.11; H 0.06; H 0.07; H 0.08; H 0.07; H 0.07; H 0.07; H 0.13; H 0.07; H 0.07; H 0.07; H 0.11; H 0.08; H 0.08; H 0.11; H 0.07; H 0.06; H 0.10; H 0.06; H 0.07; H 0.03; H 0.09; H 0.08; H 0.09; H 0.08; H 0.07; H 0.10; H 0.07; H 0.13; H 0.13; H 0.11; H 0.07; H 0.12; H 0.09; H 0.07; H 0.06; H 0.09; H 0.12


No. 2
A 7-piece molecular cluster, C39H85N5O15 overall at a distorted geometry, computed with ωB97M-V/def2-TZVPD.

The SMILES is Oc1ccc(O)cc1.COCCNCCOC.COCCNCCOC.COCCNCCOC.COCCNCCOC.COCCNCCOC.O=C1OCCO1. The lowest unoccupied orbital energy comes out at 0.24 eV. For the frontier orbital gap, the calculation gives 8.299 eV. The total energy is -79975.9018 eV.

The geometry in ORCA input format:
```
! RIJCOSX wB97M-V def2-TZVPD def2/J DEFGRID3
* xyz 0 1
O -13.757 -4.947 9.957
O -15.581 -4.779 21.374
O -11.729 -11.356 17.199
O -9.771 -6.366 19.710
O -14.275 -0.690 23.384
O -17.071 -10.975 16.026
O -12.046 -5.144 22.973
O -11.793 -6.066 28.231
O -6.347 -5.754 19.411
O -6.948 -10.042 14.651
O -12.665 -7.672 16.550
O -13.974 -10.247 13.174
O -13.606 -5.997 17.730
O -16.850 -8.699 21.032
O -13.411 -8.004 18.644
N -14.963 -7.425 12.378
N -9.064 -11.669 16.576
N -11.304 -7.045 25.553
N -7.987 -8.470 19.198
N -15.603 -3.076 23.942
C -16.433 -10.638 19.632
C -16.063 -4.428 23.831
C -13.094 -11.174 17.396
C -12.550 -4.499 9.369
C -14.348 -5.948 18.966
C -13.802 -1.520 24.395
C -13.182 -7.267 17.539
C -7.654 -11.313 16.523
C -6.619 -10.038 13.294
C -16.444 -11.162 18.344
C -7.049 -11.342 15.161
C -9.928 -10.907 15.712
C -11.121 -7.300 27.960
C -9.175 -8.202 18.347
C -16.950 -4.769 20.987
C -14.414 0.672 23.731
C -14.025 -7.820 13.411
C -17.216 -8.548 18.707
C -14.175 -2.952 24.073
C -17.256 -9.093 17.432
C -9.595 -6.735 18.353
C -10.879 -4.523 23.425
C -5.921 -7.086 19.543
C -14.353 -9.174 14.010
C -15.378 -5.217 22.718
C -16.844 -10.412 17.254
C -14.697 -6.069 11.862
C -10.590 -5.216 19.887
C -5.635 -4.841 20.202
C -13.880 -7.177 19.724
C -13.091 -6.217 28.741
C -11.598 -7.948 26.684
C -12.440 -6.904 24.616
C -14.598 -11.463 13.521
C -16.799 -9.303 19.791
C -12.132 -6.536 23.170
C -6.757 -7.935 18.599
C -13.557 -6.014 10.846
C -11.369 -11.319 15.823
H -4.652 -4.650 19.743
H -16.978 -4.792 19.902
H -17.413 -5.658 21.432
H -6.397 -9.029 12.953
H -6.177 -8.796 18.259
H -16.682 -11.854 15.983
H -14.472 1.179 22.769
H -8.819 -6.128 17.869
H -14.865 -8.118 11.642
H -10.385 -4.488 19.095
H -7.438 -10.406 12.659
H -14.194 -1.284 25.395
H -9.383 -11.720 17.532
H -17.149 -4.520 23.740
H -9.572 -11.029 14.688
H -6.089 -11.878 15.115
H -13.922 -7.114 14.240
H -17.688 -8.564 16.593
H -15.628 -5.804 11.356
H -10.737 -4.650 24.502
H -11.291 -7.953 28.827
H -15.842 -5.070 24.699
H -16.804 -9.378 21.711
H -10.066 -7.024 27.981
H -15.424 -9.136 14.256
H -13.128 -7.027 29.495
H -13.004 -6.877 22.613
H -8.247 -7.903 20.006
H -8.887 -8.541 17.346
H -13.342 -5.330 29.317
H -16.169 -11.168 20.540
H -14.298 -5.089 22.769
H -12.573 -5.915 11.318
H -15.387 -5.947 18.636
H -12.666 -8.150 26.792
H -13.760 -3.679 24.763
H -11.982 -3.908 10.099
H -14.130 -5.053 19.539
H -15.364 0.875 24.242
H -14.680 -7.810 20.116
H -11.543 -12.324 15.412
H -6.011 -7.424 20.582
H -14.535 -5.446 12.739
H -12.702 -1.485 24.459
H -5.433 -5.165 21.229
H -17.520 -7.522 18.877
H -17.487 -3.893 21.363
H -13.209 -7.665 24.759
H -13.300 -6.952 20.621
H -14.508 -11.689 14.585
H -13.758 -3.080 23.062
H -6.967 -7.275 17.751
H -13.784 -11.876 16.897
H -14.146 -12.176 12.832
H -9.886 -9.831 15.958
H -10.038 -8.794 18.656
H -13.418 -10.160 17.131
H -7.217 -12.141 17.092
H -13.603 1.023 24.372
H -10.846 -3.440 23.297
H -12.958 -7.917 13.117
H -10.111 -4.697 20.723
H -4.879 -7.193 19.207
H -10.527 -6.627 17.786
H -11.983 -10.606 15.261
H -13.322 -11.320 18.456
H -16.110 -12.191 18.248
H -11.217 -7.026 22.817
H -12.824 -3.828 8.558
H -13.583 -7.006 10.367
H -11.933 -5.324 9.008
H -6.174 -3.896 20.225
H -13.800 -9.239 14.957
H -15.537 -6.306 22.792
H -7.381 -10.357 16.992
H -11.069 -6.147 25.949
H -11.627 -5.465 20.085
H -12.991 -6.033 25.025
H -13.835 -6.514 27.997
H -15.665 -11.457 13.256
H -5.749 -10.678 13.094
H -7.681 -12.008 14.542
H -10.992 -8.838 26.508
H -10.060 -4.942 22.832
H -16.038 -2.453 23.286
*
```

Here are the Löwdin charges for atoms 1 to 99, given in e: O -0.19; O -0.21; O -0.17; O -0.20; O -0.18; O 0.04; O -0.23; O -0.20; O -0.19; O -0.18; O 0.15; O -0.18; O 0.06; O 0.02; O 0.06; N -0.06; N -0.05; N -0.05; N -0.04; N -0.04; C -0.01; C -0.21; C -0.14; C -0.11; C -0.10; C -0.25; C -0.58; C -0.20; C -0.13; C -0.03; C -0.27; C -0.21; C -0.22; C -0.19; C -0.09; C -0.10; C -0.23; C -0.02; C -0.21; C 0.01; C -0.21; C -0.10; C -0.23; C -0.24; C -0.23; C -0.32; C -0.19; C -0.07; C -0.12; C -0.09; C -0.12; C -0.20; C -0.18; C -0.11; C -0.34; C -0.21; C -0.21; C -0.24; C -0.20; H 0.09; H 0.08; H 0.09; H 0.09; H 0.10; H 0.10; H 0.09; H 0.12; H 0.10; H 0.10; H 0.09; H 0.13; H 0.11; H 0.11; H 0.12; H 0.12; H 0.11; H 0.12; H 0.12; H 0.08; H 0.12; H 0.12; H 0.10; H 0.13; H 0.12; H 0.09; H 0.09; H 0.09; H 0.10; H 0.09; H 0.12; H 0.08; H 0.12; H 0.12; H 0.11; H 0.12; H 0.09; H 0.12; H 0.09; H 0.11


No. 3
A 6-piece molecular cluster, C39H87N2O14P3 overall at a distorted geometry, computed with ωB97M-V/def2-TZVPD.

The SMILES is [H]/N=C/C[C@]1(CCCC(=O)OCC)[C@H](PP(=O)(O)O)C(=O)N[C@@H]1CCCP(=O)(OCC)OCC.CCOCC.CCOCC.CCOCC.CCOCC.CCOCC. The lowest unoccupied orbital energy comes out at -0.07 eV. For the frontier orbital gap, the calculation gives 9.440 eV. The total energy is -101353.9549 eV.

The geometry in ORCA input format:
```
! RIJCOSX wB97M-V def2-TZVPD def2/J DEFGRID3
* xyz 0 1
P -5.694 -3.260 -0.926
P -5.049 -1.132 -1.027
P -0.237 -1.134 2.317
O -1.535 0.017 2.307
O 5.143 -6.080 -3.535
O 3.834 -3.405 0.165
O -6.558 -3.634 0.548
O 1.172 -0.438 2.021
O -4.257 4.295 -2.024
O -6.668 -3.519 -2.170
O 3.101 -0.019 -2.856
O 2.218 4.095 3.174
O -3.366 4.820 6.182
O -5.545 2.354 -2.730
O -4.384 -4.390 -1.052
O -0.166 -1.780 3.970
O -4.750 -2.739 -4.421
N -2.368 -2.798 -3.482
N 0.376 1.753 -1.478
C 3.956 1.858 -4.202
C -5.744 4.289 5.828
C 3.504 2.434 1.888
C -7.209 3.476 -1.034
C -1.646 -2.480 0.028
C -1.243 -0.001 5.576
C 2.257 3.296 1.993
C -2.058 0.719 -1.298
C -4.592 4.446 6.806
C -1.962 0.474 -3.903
C -0.415 0.739 -0.978
C -1.010 -2.554 -1.447
C -3.016 1.517 -4.567
C -1.640 -1.712 -2.660
C -4.358 3.214 -2.843
C -2.433 2.352 2.677
C -3.980 -0.908 -2.630
C -6.067 2.304 -1.348
C -3.773 -2.252 -3.605
C 3.736 -7.350 -1.961
C 4.209 0.847 -3.097
C -3.368 6.054 5.468
C 0.106 -0.704 4.936
C 3.783 -2.764 1.437
C -0.423 -2.628 1.160
C -1.074 1.402 2.485
C 4.071 -7.010 -3.404
C 3.697 -1.249 1.349
C 4.935 -3.062 -0.674
C 6.399 -6.480 -2.993
C 6.952 -7.749 -3.619
C 3.373 6.055 2.230
C -2.462 -0.308 -2.522
C -3.699 7.256 6.338
C -3.105 3.008 -3.898
C 2.675 -0.823 -3.953
C 3.283 5.026 3.345
C 6.287 -3.383 -0.059
C 3.750 -1.766 -4.467
H -2.990 7.333 7.172
H 4.620 -1.225 -4.844
H 4.576 -7.824 -1.449
H -1.946 -2.594 -4.432
H -3.652 8.178 5.749
H -3.367 1.909 2.119
H -6.647 1.273 -1.191
H 4.098 -2.425 -3.661
H 7.091 -3.135 -0.758
H 6.460 -2.824 0.863
H -3.555 -4.000 -1.454
H 3.484 -6.440 -1.402
H 7.060 -7.626 -4.702
H 2.137 3.928 1.107
H -2.609 1.708 -5.677
H 2.430 6.610 2.144
H 4.282 -7.914 -3.984
H 1.828 -1.418 -3.595
H -6.809 4.193 -0.172
H -1.326 -0.170 6.753
H 4.395 1.387 -2.161
H 3.465 1.817 0.986
H 7.100 -5.659 -3.184
H -2.369 -3.398 0.271
H -5.973 5.225 5.311
H -5.208 2.310 -0.536
H 0.684 -1.191 5.855
H -2.230 -1.523 0.332
H 0.624 -2.833 0.679
H 2.816 -0.949 0.767
H -5.498 3.545 5.063
H 3.095 5.548 4.289
H -2.200 3.431 2.226
H 4.873 -2.009 -0.966
H 3.771 1.375 -5.164
H 2.886 -8.038 -1.918
H 6.352 -4.448 0.187
H 6.327 -6.574 -1.904
H 3.567 5.591 1.262
H -2.657 0.509 -0.287
H 1.378 2.642 2.027
H 0.799 0.151 4.535
H 1.388 1.618 -1.185
H 6.295 -8.607 -3.452
H -0.944 1.049 -3.698
H -0.657 -1.430 -3.279
H 3.359 -2.382 -5.283
H -2.055 3.306 -3.431
H 7.930 -7.989 -3.193
H -2.240 -0.292 5.029
H -4.700 7.185 6.767
H -2.305 1.861 -1.529
H -8.259 3.018 -0.749
H 4.821 2.517 -4.319
H -4.414 3.483 7.298
H -3.271 3.781 -4.791
H -0.992 -3.703 -1.774
H -4.110 1.136 -4.720
H -6.648 3.967 6.353
H 4.633 -3.076 2.052
H 4.232 4.496 3.471
H 2.886 -3.138 1.941
H -4.791 -0.332 -3.291
H -2.360 6.183 5.061
H 3.194 -6.546 -3.867
H -4.287 -0.862 0.163
H -0.501 1.860 1.574
H 0.145 -2.261 -1.364
H 3.624 -0.812 2.350
H -7.298 4.117 -2.015
H 3.078 2.469 -3.969
H -1.143 1.182 5.454
H 4.572 -0.819 0.859
H 2.287 -0.190 -4.757
H 3.589 1.776 2.759
H -7.505 -3.311 0.363
H -4.842 5.155 7.602
H 0.125 -0.117 -0.364
H -1.700 -0.290 -4.785
H 5.110 0.258 -3.297
H -4.041 5.992 4.608
H -0.654 -3.578 1.844
H 4.183 6.765 2.429
H 4.820 -3.643 -1.596
H -2.682 2.535 3.829
H -0.418 1.591 3.436
H 4.415 3.036 1.844
*
```

Here are the Löwdin charges for atoms 1 to 99, given in e: P 0.51; P 0.87; P 0.82; O -0.30; O -0.17; O -0.17; O -0.26; O -0.38; O -0.05; O -0.42; O -0.18; O -0.16; O -0.17; O -0.12; O -0.25; O -0.29; O -0.03; N 0.06; N 0.07; C -0.08; C -0.08; C -0.07; C -0.10; C -0.21; C -0.11; C -0.27; C -0.09; C -0.28; C -0.14; C -0.15; C -0.16; C -0.19; C -0.28; C -0.24; C -0.08; C -0.34; C -0.25; C -0.27; C -0.08; C -0.28; C -0.28; C -0.28; C -0.27; C -0.20; C -0.28; C -0.28; C -0.11; C -0.28; C -0.28; C -0.08; C -0.08; C -0.31; C -0.08; C -0.10; C -0.27; C -0.28; C -0.08; C -0.07; H 0.08; H 0.07; H 0.07; H 0.14; H 0.08; H 0.07; H 0.09; H 0.07; H 0.08; H 0.07; H 0.04; H 0.08; H 0.08; H 0.11; H 0.13; H 0.08; H 0.10; H 0.10; H 0.09; H 0.09; H 0.12; H 0.07; H 0.12; H 0.12; H 0.07; H 0.12; H 0.13; H 0.05; H 0.10; H 0.05; H 0.08; H 0.12; H 0.10; H 0.10; H 0.07; H 0.08; H 0.08; H 0.10; H 0.06; H 0.08; H 0.08